No. 1
{"formula": "C4H8O2Sr", "method": "ωB97M-V/def2-TZVPD", "elements": ["Sr", "O", "O", "C", "C", "C", "C", "H", "H", "H", "H", "H", "H", "H", "H"], "positions_angstrom": [[5.273, 0.719, -0.604], [2.851, 0.501, 0.073], [-1.487, 0.630, -1.720], [-1.821, -0.299, 0.579], [-0.432, -0.820, 0.699], [1.791, -0.183, -0.014], [0.655, 0.048, 0.778], [-1.748, -0.881, 1.692], [1.767, -1.020, -0.732], [-2.133, 1.341, -1.810], [-1.958, 0.725, 0.941], [0.612, 0.953, 1.387], [-0.645, 1.048, -1.470], [-0.257, -1.760, 0.162], [-2.467, -1.003, 0.039]], "mulliken_charge": [1.989, -0.705, -0.636, -0.721, -0.049, -0.043, -0.396, 0.306, 0.309, 0.338, 0.339, 0.300, 0.318, 0.310, 0.341], "e_tot_ha": -337.72086, "charge": 2, "de_lowest_kcal_mol": 0.0}

No. 2
{"formula": "C6H23O9", "method": "ωB97M-V/def2-TZVPD", "elements": ["O", "O", "O", "O", "O", "O", "O", "O", "O", "C", "C", "C", "C", "C", "C", "H", "H", "H", "H", "H", "H", "H", "H", "H", "H", "H", "H", "H", "H", "H", "H", "H", "H", "H", "H", "H", "H", "H"], "positions_angstrom": [[-3.760, -1.538, -0.332], [0.893, 0.159, -0.574], [-0.777, -1.136, -4.343], [3.610, 2.128, 0.385], [-0.723, 1.860, 0.073], [1.152, 3.717, 0.760], [-1.850, 2.754, -2.095], [-2.023, 0.001, -1.980], [2.497, -0.173, 0.915], [-0.137, -2.527, 0.402], [1.579, -0.597, 0.207], [0.277, -1.724, 2.819], [1.297, -2.105, 0.154], [-0.761, -2.009, 1.762], [0.144, -0.764, 3.744], [-1.333, -1.202, -3.561], [1.983, -2.482, 0.928], [1.051, -2.460, 2.975], [-0.997, 1.485, 0.922], [-0.705, -0.236, -4.689], [-3.781, -0.618, -0.066], [0.087, 1.124, -0.129], [-0.743, -0.132, 3.692], [-0.647, -2.122, -0.465], [3.435, 1.520, 1.127], [-3.027, -1.446, -0.961], [1.677, -2.450, -0.818], [0.908, -0.474, 4.453], [-1.174, -0.251, -1.588], [2.092, 3.564, 0.926], [-1.828, 3.141, -1.205], [-1.425, -2.767, 2.154], [-0.930, 2.505, -2.191], [2.851, 1.854, -0.140], [-1.263, -1.050, 1.551], [-0.156, -3.617, 0.380], [0.866, 2.788, 0.646], [-2.017, 0.973, -2.092]], "mulliken_charge": [-0.669, -0.671, -0.665, -0.724, -0.634, -0.679, -0.741, -0.663, -0.775, -0.508, 0.645, -0.161, -0.826, -0.093, -0.871, 0.363, 0.276, 0.249, 0.185, 0.289, 0.317, 0.220, 0.238, 0.008, 0.432, 0.339, 0.491, 0.282, 0.414, 0.387, 0.328, 0.471, 0.345, 0.296, -0.008, 0.397, 0.383, 0.331], "e_tot_ha": -919.65111, "charge": -1, "de_lowest_kcal_mol": 47.1}

No. 3
{"formula": "H4N4O4S", "method": "ωB97M-V/def2-TZVPD", "elements": ["S", "O", "O", "O", "O", "N", "N", "N", "N", "H", "H", "H", "H"], "positions_angstrom": [[3.510, -0.434, -0.071], [0.728, -1.841, -0.920], [4.918, -0.117, -0.346], [3.070, -1.028, 1.147], [0.107, -0.069, 0.188], [2.464, 0.803, -0.403], [-0.042, -1.314, -0.182], [-2.081, -1.194, 0.728], [-1.145, -1.910, 0.098], [-1.829, -0.384, 1.321], [-2.709, -1.883, 1.105], [1.432, 0.750, -0.027], [2.643, 1.403, -1.167]], "mulliken_charge": [0.791, -0.488, -0.508, -0.487, -0.736, -0.389, 1.347, -0.179, -0.544, 0.303, 0.302, 0.370, 0.217], "e_tot_ha": -920.31986, "de_lowest_kcal_mol": 56.5}